Record 1
A structure of composition C5H8O2, computed with the ωB97M-V functional and the def2-TZVPD basis.

Structure (XYZ):
```
15
C5H8O2 (the ωB97M-V functional and the def2-TZVPD basis)
C 1.850 -0.123 0.643
C 0.588 0.101 -0.123
C -0.091 -0.877 -1.052
C -0.849 -0.242 0.084
O -1.444 -0.931 1.126
C -1.125 1.207 -0.265
O 0.273 1.442 -0.526
H 2.715 0.182 0.042
H 1.961 -1.183 0.887
H 1.850 0.455 1.572
H -0.289 -0.604 -2.088
H 0.177 -1.916 -0.882
H -2.383 -0.712 1.128
H -1.756 1.407 -1.140
H -1.477 1.792 0.593
```

HOMO energy ... -9.1 eV
Gap between HOMO and LUMO ... 9.9 eV
LUMO level ... 0.02794 Ha
ΔE to the lowest compared entry with this formula, charge and spin ... 242.6 kJ/mol

So, what does the Löwdin scheme give us? The charges, in e, come out as:
1. C 0.013
2. C -0.420
3. C 0.030
4. C -0.412
5. O 0.052
6. C -0.087
7. O -0.037
8. H 0.089
9. H 0.089
10. H 0.088
11. H 0.115
12. H 0.120
13. H 0.105
14. H 0.125
15. H 0.130



Record 2
A structure of composition C48H51F6IN2O3PSbSe2TeW, computed with the ωB97M-V functional and the def2-TZVPD basis.

Structure (XYZ):
```
117
C48H51F6IN2O3PSbSe2TeW (the ωB97M-V functional and the def2-TZVPD basis)
W -0.002 -0.502 0.266
Se 1.846 3.452 -1.733
P 0.497 2.167 -2.982
Se -0.941 0.828 -1.905
C 1.500 1.101 -4.058
C 2.843 1.380 -4.293
C 3.564 0.582 -5.168
C 2.948 -0.488 -5.800
C 1.606 -0.760 -5.569
C 0.876 0.034 -4.701
C -0.421 3.307 -4.058
C 0.305 4.335 -4.657
C -0.347 5.251 -5.462
C -1.718 5.147 -5.660
C -2.433 4.113 -5.074
C -1.789 3.184 -4.271
H 3.309 2.225 -3.801
H 4.605 0.802 -5.359
H 3.514 -1.111 -6.479
H 1.126 -1.587 -6.076
H -0.177 -0.158 -4.537
H 1.371 4.416 -4.473
H 0.211 6.052 -5.928
H -2.228 5.880 -6.270
H -3.498 4.033 -5.241
H -2.339 2.375 -3.806
F -1.344 0.501 1.009
Sb -1.194 -1.024 3.895
F -2.405 -1.749 1.179
F -2.820 -0.093 3.386
F -2.102 -2.718 3.809
F -1.789 -0.709 5.703
F 0.090 -1.964 1.358
C -5.980 -6.111 -1.752
C -5.078 -4.980 -1.367
C -3.728 -5.185 -1.110
C -2.886 -4.141 -0.753
C -1.433 -4.434 -0.493
C -3.414 -2.846 -0.666
C -2.582 -1.684 -0.253
O -1.292 -1.535 -0.733
C -4.780 -2.615 -0.897
C -5.409 -1.252 -0.763
C -5.582 -3.689 -1.244
H -5.435 -7.048 -1.834
H -6.470 -5.904 -2.704
H -6.770 -6.231 -1.009
H -3.326 -6.189 -1.181
H -1.303 -5.485 -0.244
H -1.048 -3.837 0.331
H -0.846 -4.213 -1.385
H -3.132 -0.744 -0.372
H -4.998 -0.545 -1.486
H -5.265 -0.850 0.241
H -6.479 -1.323 -0.940
H -6.637 -3.518 -1.417
O 0.881 0.374 2.161
C 0.516 1.580 2.424
I 3.042 -2.151 1.807
C 2.507 -3.080 -0.008
C 3.059 -4.301 -0.352
C 2.719 -4.836 -1.585
C 1.856 -4.139 -2.418
C 1.334 -2.941 -1.973
N 1.647 -2.418 -0.782
H 3.732 -4.805 0.326
H 3.126 -5.791 -1.887
H 1.579 -4.529 -3.387
H 0.648 -2.352 -2.572
C 4.044 0.217 -0.731
C 2.806 0.751 -0.081
O 2.913 1.731 0.715
N 1.606 0.303 -0.414
Te 0.656 2.559 0.527
C 0.349 4.625 1.034
C -0.600 5.348 0.295
C -1.382 4.753 -0.847
C -0.814 6.680 0.617
C -0.123 7.308 1.647
C -0.393 8.739 1.995
C 0.838 6.577 2.338
C 1.101 5.248 2.044
C 2.213 4.533 2.767
C 0.170 1.990 3.751
C -1.109 2.547 4.034
C -2.044 3.060 2.979
C -1.540 2.535 5.347
C -0.747 2.055 6.387
C -1.266 1.979 7.779
C 0.561 1.648 6.097
C 1.046 1.615 4.811
C 2.483 1.259 4.546
H 4.791 -0.039 0.018
H 4.453 1.019 -1.348
H 3.807 -0.646 -1.349
H -1.435 3.662 -0.785
H -0.916 5.028 -1.796
H -2.401 5.137 -0.855
H -1.537 7.243 0.039
H -1.151 9.168 1.345
H 0.517 9.332 1.906
H -0.732 8.821 3.029
H 1.419 7.057 3.117
H 3.094 5.172 2.816
H 2.494 3.623 2.235
H 1.922 4.285 3.788
H -1.576 3.127 2.001
H -2.389 4.057 3.251
H -2.917 2.410 2.906
H -2.544 2.881 5.559
H -2.122 2.632 7.933
H -0.487 2.203 8.506
H -1.596 0.952 7.961
H 1.213 1.342 6.906
H 2.676 0.210 4.775
H 3.125 1.865 5.185
H 2.773 1.441 3.512
```

HOMO energy (alpha / beta) ... -12.6 / -12.6 eV
Total charge ... +2
Gap between HOMO and LUMO (alpha / beta) ... 5.1 / 3.9 eV
Multiplicity ... 3
LUMO level (alpha / beta) ... -0.27568 / -0.32114 Ha
ΔE to the lowest compared entry with this formula, charge and spin ... 0.0 kJ/mol

Here are the Löwdin charges for atoms 1 to 99, given in e:
1. W 1.709
2. Se 0.573
3. P 0.433
4. Se 0.561
5. C -0.405
6. C -0.108
7. C -0.053
8. C -0.048
9. C -0.058
10. C -0.112
11. C -0.419
12. C -0.107
13. C -0.048
14. C -0.044
15. C -0.051
16. C -0.099
17. H 0.069
18. H 0.117
19. H 0.118
20. H 0.116
21. H 0.085
22. H 0.090
23. H 0.119
24. H 0.119
25. H 0.117
26. H 0.071
27. F -0.422
28. Sb 1.704
29. F -0.092
30. F -0.440
31. F -0.455
32. F -0.449
33. F -0.464
34. C -0.035
35. C -0.243
36. C 0.008
37. C -0.180
38. C -0.017
39. C -0.078
40. C -0.351
41. O -0.405
42. C -0.193
43. C -0.031
44. C 0.005
45. H 0.080
46. H 0.090
47. H 0.092
48. H 0.122
49. H 0.093
50. H 0.065
51. H 0.069
52. H 0.122
53. H 0.085
54. H 0.093
55. H 0.085
56. H 0.126
57. O -0.369
58. C -0.467
59. I 1.098
60. C -0.709
61. C -0.097
62. C -0.021
63. C -0.033
64. C -0.137
65. N -0.049
66. H 0.107
67. H 0.126
68. H 0.121
69. H 0.110
70. C -0.003
71. C -0.745
72. O -0.181
73. N -0.251
74. Te 1.628
75. C -0.356
76. C -0.308
77. C -0.074
78. C 0.009
79. C -0.233
80. C -0.027
81. C 0.009
82. C -0.273
83. C -0.034
84. C -0.194
85. C -0.192
86. C -0.014
87. C 0.016
88. C -0.226
89. C -0.013
90. C 0.014
91. C -0.219
92. C -0.010
93. H 0.082
94. H 0.097
95. H 0.081
96. H 0.007
97. H 0.076
98. H 0.100
99. H 0.130



Record 3
A structure of composition C8H5BrCoO3S3, computed with the ωB97M-V functional and the def2-TZVPD basis.

Structure (XYZ):
```
21
C8H5BrCoO3S3 (the ωB97M-V functional and the def2-TZVPD basis)
Co 1.355 3.020 -0.899
S 4.119 0.551 0.686
C 3.123 1.824 0.403
S 3.542 3.225 -0.588
S 1.457 1.708 0.962
Br -0.119 5.018 -0.890
O -2.926 -0.076 0.527
C -1.905 -0.839 0.357
C -1.814 -2.026 1.127
C -0.598 -2.752 1.107
C 0.463 -2.347 0.292
C 0.440 -1.155 -0.379
C -0.741 -0.432 -0.357
C -0.872 0.841 -1.178
O -2.088 1.234 -1.336
O 0.147 1.497 -1.542
H -2.622 0.770 -0.539
H -2.720 -2.408 1.704
H -0.548 -3.755 1.596
H 1.160 -3.078 0.008
H 1.146 -0.821 -1.060
```

HOMO energy (alpha / beta) ... -4.8 / -4.8 eV
Total charge ... -1
Gap between HOMO and LUMO (alpha / beta) ... 6.8 / 4.1 eV
Multiplicity ... 5
LUMO level (alpha / beta) ... 0.07289 / -0.02362 Ha

So, what does the Löwdin scheme give us? The charges, in e, come out as:
1. Co -0.003
2. S 0.648
3. C -1.723
4. S 0.502
5. S 0.692
6. Br -0.166
7. O -0.059
8. C -0.387
9. C -0.020
10. C -0.098
11. C -0.134
12. C -0.087
13. C -0.109
14. C -0.466
15. O 0.120
16. O -0.154
17. H 0.056
18. H 0.122
19. H 0.100
20. H 0.073
21. H 0.091



Record 4
A structure of composition C23H25BrN3O3Ti, computed with the ωB97M-V functional and the def2-TZVPD basis.

Structure (XYZ):
```
56
C23H25BrN3O3Ti (the ωB97M-V functional and the def2-TZVPD basis)
Ti 0.771 0.163 -0.435
C 2.927 -1.629 1.942
C 1.499 -1.656 1.478
C 0.468 -1.326 2.370
C -0.844 -1.674 2.102
C -1.170 -2.318 0.912
C -0.183 -2.593 -0.017
C 1.152 -2.241 0.249
H 3.129 -0.779 2.590
H 3.630 -1.618 1.112
H 3.107 -2.537 2.523
H 0.722 -0.873 3.320
H -1.619 -1.438 2.818
H -2.191 -2.621 0.722
H -0.424 -3.168 -0.905
H 1.942 -2.628 -0.386
Br 2.808 1.194 0.283
C 1.092 2.664 -2.062
C 0.872 3.961 -2.449
C -0.314 4.534 -1.991
C -1.187 3.786 -1.209
C -0.855 2.489 -0.888
N 0.312 1.942 -1.315
C -1.595 1.551 0.024
O -2.709 1.730 0.418
O -0.814 0.518 0.302
H 1.575 4.508 -3.060
H -0.536 5.562 -2.243
H -2.117 4.195 -0.838
C -1.851 -5.452 -6.027
C -2.583 -4.157 -5.688
N -1.654 -3.055 -5.421
C -1.478 -2.034 -6.450
C -0.787 -2.536 -7.714
C -1.137 -2.963 -4.186
O -1.454 -3.671 -3.239
C -0.025 -1.974 -3.911
C 1.200 -2.055 -4.566
C 2.277 -1.336 -4.069
C 2.127 -0.613 -2.903
N 0.950 -0.551 -2.251
C -0.108 -1.186 -2.780
H -2.569 -6.232 -6.278
H -1.271 -5.785 -5.166
H -1.178 -5.319 -6.874
H -3.187 -4.312 -4.795
H -3.241 -3.849 -6.500
H -0.921 -1.204 -6.018
H -2.468 -1.653 -6.714
H 0.173 -3.000 -7.485
H -0.611 -1.698 -8.388
H -1.406 -3.265 -8.235
H 1.309 -2.683 -5.440
H 3.239 -1.363 -4.560
H 2.959 -0.076 -2.467
H -1.050 -1.094 -2.252
```

HOMO energy (alpha / beta) ... -11.0 / -12.2 eV
Total charge ... +1
Gap between HOMO and LUMO (alpha / beta) ... 7.5 / 8.1 eV
Multiplicity ... 3
LUMO level (alpha / beta) ... -0.12663 / -0.15349 Ha
ΔE to the lowest compared entry with this formula, charge and spin ... 145.0 kJ/mol

So, what does the Löwdin scheme give us? The charges, in e, come out as:
1. Ti 0.657
2. C -0.093
3. C -0.355
4. C -0.037
5. C -0.050
6. C -0.059
7. C -0.091
8. C -0.128
9. H 0.070
10. H 0.065
11. H 0.101
12. H 0.131
13. H 0.125
14. H 0.124
15. H 0.105
16. H 0.131
17. Br 0.327
18. C -0.006
19. C -0.024
20. C -0.010
21. C 0.039
22. C -0.137
23. N -0.067
24. C -0.489
25. O 0.173
26. O -0.139
27. H 0.116
28. H 0.126
29. H 0.138
30. C -0.059
31. C -0.182
32. N -0.052
33. C -0.197
34. C -0.066
35. C -0.420
36. O 0.081
37. C -0.091
38. C 0.034
39. C -0.002
40. C -0.091
41. N -0.083
42. C -0.042
43. H 0.082
44. H 0.078
45. H 0.066
46. H 0.121
47. H 0.123
48. H 0.111
49. H 0.127
50. H 0.068
51. H 0.082
52. H 0.076
53. H 0.126
54. H 0.125
55. H 0.098
56. H 0.144



Record 5
The molecule C5H8O, computed with the ωB97M-V functional and the def2-TZVPD basis.

Structure (XYZ):
```
14
C5H8O (the ωB97M-V functional and the def2-TZVPD basis)
C -1.283 -0.959 -0.376
C -1.508 0.518 -0.548
C -0.148 0.042 -0.219
C 0.703 0.007 1.019
C 1.876 0.473 0.060
O 0.960 0.391 -1.059
H -1.360 -1.604 -1.236
H -1.747 -1.384 0.527
H -2.126 1.048 0.166
H -1.608 0.812 -1.586
H 0.798 -1.060 1.312
H 0.337 0.581 1.865
H 2.448 1.430 -0.049
H 2.658 -0.297 0.124
```

HOMO energy ... -9.0 eV
Gap between HOMO and LUMO ... 10.1 eV
LUMO level ... 0.04354 Ha
ΔE to the lowest compared entry with this formula, charge and spin ... 271.2 kJ/mol

So, what does the Löwdin scheme give us? The charges, in e, come out as:
1. C -0.071
2. C -0.075
3. C -0.476
4. C -0.054
5. C -0.130
6. O -0.058
7. H 0.096
8. H 0.110
9. H 0.103
10. H 0.110
11. H 0.119
12. H 0.105
13. H 0.122
14. H 0.098



Record 6
A structure of composition C5H8O2, computed with the ωB97M-V functional and the def2-TZVPD basis.

Structure (XYZ):
```
15
C5H8O2 (the ωB97M-V functional and the def2-TZVPD basis)
C -2.135 0.108 0.126
C -0.970 -0.876 -0.220
C 0.639 -0.139 -1.018
C 1.171 0.312 0.262
O 0.432 0.421 1.224
C 2.638 0.525 0.602
O 3.582 0.126 -0.031
H -2.140 0.482 1.161
H -3.115 -0.383 -0.031
H -2.128 0.979 -0.534
H -1.229 -1.475 -1.067
H -0.760 -1.491 0.673
H 1.473 -0.439 -1.734
H 0.030 0.570 -1.561
H 2.724 1.047 1.574
```

HOMO energy ... -9.7 eV
Gap between HOMO and LUMO ... 9.3 eV
LUMO level ... -0.01293 Ha
ΔE to the lowest compared entry with this formula, charge and spin ... 313.5 kJ/mol

So, what does the Löwdin scheme give us? The charges, in e, come out as:
1. C -0.121
2. C -0.112
3. C 0.009
4. C -0.416
5. O 0.042
6. C -0.173
7. O 0.083
8. H 0.068
9. H 0.074
10. H 0.064
11. H 0.057
12. H 0.095
13. H 0.119
14. H 0.083
15. H 0.128



Record 7
A structure of composition C5H5Cl2GdInNO4, computed with the ωB97M-V functional and the def2-TZVPD basis.

Structure (XYZ):
```
19
C5H5Cl2GdInNO4 (the ωB97M-V functional and the def2-TZVPD basis)
In 0.174 -2.375 -2.190
Gd -0.077 -0.624 0.236
Cl -0.517 0.218 -2.364
Cl 2.240 -2.207 -0.534
C 0.556 -1.535 2.314
C -1.578 -2.674 -3.540
C 0.520 -4.553 -2.332
O 0.808 -1.939 3.345
O -2.487 -2.832 -4.213
O 0.680 -5.681 -2.390
C 0.481 3.627 0.986
C 0.080 2.233 1.076
N -0.870 1.788 1.902
O 0.701 1.387 0.313
H -0.072 4.241 1.704
H 0.305 4.001 -0.029
H 1.554 3.700 1.187
H -1.173 0.803 1.989
H -1.323 2.423 2.540
```

HOMO energy (alpha / beta) ... -24.1 / -26.1 eV
Total charge ... +4
Gap between HOMO and LUMO (alpha / beta) ... 7.0 / 4.9 eV
Multiplicity ... 8
LUMO level (alpha / beta) ... -0.62797 / -0.77953 Ha

So, what does the Löwdin scheme give us? The charges, in e, come out as:
1. In 0.560
2. Gd 1.381
3. Cl 0.533
4. Cl 0.178
5. C -0.052
6. C 0.031
7. C 0.032
8. O 0.289
9. O 0.324
10. O 0.324
11. C 0.087
12. C -0.443
13. N 0.249
14. O -0.201
15. H 0.134
16. H 0.147
17. H 0.152
18. H 0.100
19. H 0.174



Record 8
A cluster of 2 separate species, C6H9F4O2S in total, computed with the ωB97M-V functional and the def2-TZVPD basis.

Structure (XYZ):
```
22
C6H9F4O2S (the ωB97M-V functional and the def2-TZVPD basis)
C 1.087 0.554 1.391
C 1.157 1.344 -0.999
C 0.370 -1.961 0.026
C 1.593 0.272 -0.012
C 1.176 -1.080 -0.528
C -1.954 0.832 -0.208
O -2.608 -1.584 -0.537
O -1.927 -0.757 1.810
F 3.012 0.270 0.037
F 1.742 -1.374 -1.739
F -2.771 1.118 -1.346
F -2.082 2.014 0.552
S -2.865 -0.463 0.706
H 0.005 0.454 1.421
H 1.356 1.570 1.673
H 1.530 -0.138 2.103
H 1.566 2.308 -0.707
H 1.496 1.100 -2.003
H 0.064 1.382 -0.972
H -0.126 -1.766 0.960
H -1.958 -1.213 -1.148
H 0.139 -2.884 -0.478
```

HOMO energy ... -3.6 eV
Total charge ... -1
Gap between HOMO and LUMO ... 7.3 eV
LUMO level ... 0.13356 Ha
ΔE to the lowest compared entry with this formula, charge and spin ... 0.0 kJ/mol

So, what does the Löwdin scheme give us? The charges, in e, come out as:
1. C -0.018
2. C -0.022
3. C 0.087
4. C -0.503
5. C -0.284
6. C -0.510
7. O -0.360
8. O -0.550
9. F -0.028
10. F 0.025
11. F -0.150
12. F -0.123
13. S 0.876
14. H 0.044
15. H 0.087
16. H 0.089
17. H 0.082
18. H 0.079
19. H 0.044
20. H 0.045
21. H 0.014
22. H 0.075



| no. | strongest force on any atom (Eh/bohr) |
| --- | --- |
| 1 | 0.007 |
| 2 | 0.083 |
| 3 | 0.053 |
| 4 | 0.059 |
| 5 | 0.028 |
| 6 | 0.038 |
| 7 | 0.118 |
| 8 | 0.024 |